1.
# C11H10N2O2S

2 unconnected molecules or ions with the total composition C11H10N2O2S in a non-equilibrium geometry (ωB97M-V/def2-TZVPD, OMol25).

Last column: natural (NBO) charge in e.
Atoms and positions in Å:
S1 -2.74989 3.75144 1.16225  -0.26
O1 -2.20851 0.48327 -2.50897  -0.66
O2 1.63024 1.84967 -0.12803  -0.66
N1 -0.40931 2.83332 0.18164  -0.63
N2 -2.26277 2.20484 -0.99226  -0.63
C1 1.51238 -1.45889 -0.82616  -0.14
C2 0.87149 -2.15933 2.14758  -0.16
C3 2.37904 -1.87694 0.17070  -0.15
C4 -0.69894 -1.41013 0.33933  -0.12
C5 -0.37560 -1.84115 1.61810  -0.16
C6 0.13403 -1.26038 -0.76717  -0.09
C7 -0.15623 1.14331 -1.52200  -0.56
C8 -1.55440 1.21937 -1.75781  0.62
C9 -1.77532 2.91475 0.08003  0.30
C10 2.10432 -2.16718 1.50410  -0.09
C11 0.45603 1.92084 -0.50736  0.62
H1 1.98323 -1.21515 -1.78593  0.24
H2 -1.75219 -1.14952 0.17794  0.25
H3 0.48160 0.63244 -2.23410  0.23
H4 2.96877 -2.43919 2.12208  0.22
H5 3.42763 -1.99244 -0.13636  0.23
H6 -3.27662 2.20272 -1.09663  0.43
H7 -1.22514 -1.94570 2.30750  0.23
H8 -0.38145 -1.13260 -1.73033  0.27
H9 -0.00434 3.33081 0.97260  0.43
H10 0.88196 -2.43819 3.20928  0.23

Results
Molar mass in g/mol: 234.280
LUMO in eV: -2.01
HOMO level in eV: -7.710

***

2.
# C11H10N2OS

C11H10N2OS in the gas phase in a non-equilibrium geometry (ωB97M-V/def2-TZVPD, OMol25).

Last column: natural (NBO) charge in e.
Atoms and positions in Å:
S1 -2.37061 -0.78831 -2.57958  0.40
O1 0.08696 2.31947 4.25244  -0.68
N1 -0.08090 -0.92410 -1.52740  -0.41
N2 -0.16763 -2.36059 -3.32062  -0.52
C1 -0.67733 0.02426 -0.72134  0.17
C2 -1.94385 0.17708 -1.21254  -0.43
C3 0.29010 0.46046 2.73800  -0.26
C4 0.07485 -0.21975 1.54677  -0.18
C5 1.30797 -1.30039 -1.67179  -0.23
C6 -0.81256 -1.53193 -2.50088  0.24
C7 1.13731 -2.37765 -2.80176  -0.23
C8 -0.25521 2.62434 1.84621  -0.26
C9 -0.00794 1.86945 2.93755  0.31
C10 -0.35683 0.60215 0.53502  -0.12
C11 -0.39404 1.97090 0.65186  -0.17
H1 -0.34130 3.70318 1.79660  0.23
H2 -0.66073 2.60670 -0.16243  0.22
H3 0.18082 1.61207 4.91047  0.49
H4 1.80112 -1.66452 -0.73310  0.20
H5 -2.50640 0.82768 -0.70022  0.22
H6 1.39060 -3.34190 -2.33980  0.19
H7 1.92362 -0.54652 -2.04406  0.19
H8 1.77668 -2.21057 -3.80657  0.20
H9 0.11177 -1.33695 1.30285  0.24
H10 0.49354 -0.19457 3.60430  0.21

Results
Molar mass in g/mol: 218.281
Structure (SMILES): Oc1ccc(C2=CSC3=NCCN23)cc1
LUMO in eV: 0.59
HOMO level in eV: -7.175

***

3.
# C11H10N4O4

C11H10N4O4 in the gas phase in a non-equilibrium geometry (ωB97M-V/def2-TZVPD, OMol25).

Last column: natural (NBO) charge in e.
Atoms and positions in Å:
O1 -2.81419 -1.34801 -4.82471  -0.58
O2 -0.17552 2.93167 0.20130  -0.53
O3 -0.86844 -2.29245 -4.04904  -0.51
O4 1.17910 -2.00912 1.95427  -0.48
N1 0.76859 -0.87365 1.63997  0.15
N2 -1.78626 -0.32286 -3.12265  -0.29
N3 -1.03899 -0.48771 -2.10459  -0.14
N4 -0.05102 1.64554 0.81702  -0.10
C1 1.27353 -0.01415 3.85461  -0.16
C2 -0.84468 -3.25469 -5.12172  -0.25
C3 -0.29503 0.51897 -0.00713  0.17
C4 0.80076 2.56948 2.91416  -0.25
C5 0.81933 0.17981 2.53321  0.02
C6 1.29337 2.40763 4.21568  -0.17
C7 0.51252 1.46598 2.09811  0.21
C8 0.22738 -0.75136 0.45913  -0.04
C9 -0.95744 0.59795 -1.23913  -0.16
C10 -1.85960 -1.36677 -4.04252  0.84
C11 1.52360 1.10032 4.68529  -0.22
H1 -0.78945 -2.75867 -6.08790  0.19
H2 0.58633 3.53377 2.54629  0.23
H3 0.63648 3.19864 -0.26519  0.48
H4 0.02532 -3.88754 -5.02980  0.20
H5 0.06589 -1.61176 -0.14328  0.26
H6 1.42850 3.23532 4.86417  0.22
H7 -1.40963 1.57035 -1.54099  0.21
H8 -1.76090 -3.88164 -5.10719  0.19
H9 1.54287 -0.96487 4.26219  0.25
H10 1.96758 0.86984 5.64046  0.22

Results
Molar mass in g/mol: 262.225
Structure (SMILES): COC(=O)/N=N/C=C1\C=[N+]([O-])c2ccccc2N1O
LUMO in eV: -1.28
HOMO level in eV: -8.094

***

4.
# C11H10O

A molecular structure, C11H10O in a non-equilibrium geometry (ωB97M-V/def2-TZVPD, OMol25).

Last column: natural (NBO) charge in e.
Atoms and positions in Å:
O1 -0.28355 4.05665 0.73869  -0.63
C1 1.59763 -0.27170 0.52404  0.01
C2 0.70544 -1.86779 -1.04984  -0.61
C3 0.53999 -1.26093 0.30246  -0.11
C4 -0.78438 -0.40061 0.21463  -0.41
C5 1.52627 0.96088 0.58288  0.00
C6 -0.32757 2.87606 0.06529  0.43
C7 0.42744 -2.40427 1.35119  -0.60
C8 -1.10396 2.21629 -0.92557  -0.33
C9 -0.53691 0.82391 -0.66718  0.06
C10 0.64278 1.90386 -0.04116  -0.18
C11 0.22266 1.59108 -1.50877  -0.14
H1 1.65362 -2.33302 -1.21704  0.22
H2 1.26840 -3.10739 1.27416  0.23
H3 -1.30534 -0.25682 1.12902  0.24
H4 -1.99957 2.40226 -1.30434  0.22
H5 0.51523 -1.10835 -1.83833  0.23
H6 0.50469 -2.00074 2.40204  0.22
H7 -0.64009 -2.72740 0.98928  0.21
H8 -0.06726 -2.60896 -1.23110  0.20
H9 -1.13939 4.60224 0.62973  0.50
H10 -1.41614 -1.08525 -0.42011  0.24

Results
Molar mass in g/mol: 158.200
LUMO in eV: 0.28
HOMO level in eV: -8.120

***

5.
# C11H10O

C11H10O in the gas phase in a non-equilibrium geometry (ωB97M-V/def2-TZVPD, OMol25).

Last column: natural (NBO) charge in e.
Atoms and positions in Å:
O1 2.53696 -0.49686 1.58565  -0.48
C1 -0.55348 -1.41731 0.24579  -0.03
C2 -1.09109 -2.60873 -0.06168  -0.38
C3 0.21105 0.35963 1.34487  -0.16
C4 -2.20319 0.06894 1.77504  -0.67
C5 1.21671 1.59899 -0.54086  0.09
C6 0.89975 0.03344 -2.55557  -0.63
C7 0.91690 0.41676 -1.10260  -0.11
C8 0.65556 -0.62937 -0.11842  -0.10
C9 1.46650 -0.32742 1.06800  0.56
C10 -0.89697 -0.41575 1.31466  0.06
C11 1.46034 2.78395 -0.01208  -0.44
H1 -2.74992 0.76696 1.10246  0.25
H2 2.42552 2.99434 0.58626  0.23
H3 -0.61173 -3.28522 -0.71114  0.22
H4 -1.91434 -2.80794 0.61721  0.21
H5 -2.94799 -0.66169 1.87313  0.22
H6 -0.07010 0.03472 -3.10223  0.23
H7 1.54763 0.57832 -3.16906  0.23
H8 -2.22570 0.56114 2.72621  0.24
H9 1.24444 -1.05857 -2.77615  0.22
H10 0.68313 3.51167 -0.08947  0.22

Results
Molar mass in g/mol: 158.200
Structure (SMILES): C=C=C(C)[C@]12C(=C)C(C)=C1C2=O
LUMO (alpha / beta) in eV: -0.35 / -0.35
HOMO level (alpha / beta) in eV: -7.913 / -7.913

***

6.
# C11H10O3Se

C11H10O3Se in the gas phase in a non-equilibrium geometry (ωB97M-V/def2-TZVPD, OMol25).

Last column: natural (NBO) charge in e.
Atoms and positions in Å:
Se1 1.37326 0.41571 -0.79285  0.83
O1 3.35869 1.73121 0.96684  -0.64
O2 2.26626 1.68566 2.91553  -0.47
O3 -0.76904 -0.04709 2.27602  -0.61
C1 -2.37457 -1.46539 -0.45261  -0.20
C2 0.36994 0.47538 2.20327  0.45
C3 -0.48267 -0.12850 -1.09190  -0.20
C4 -3.22145 -0.59223 -1.18479  -0.19
C5 2.31779 1.50848 1.58646  0.71
C6 -2.65933 0.56646 -1.81244  -0.21
C7 2.32392 -1.44101 -2.06388  -0.57
C8 -1.00375 -1.23258 -0.42543  -0.18
C9 1.17370 0.83262 1.12135  -0.52
C10 0.96346 1.26455 3.34206  -0.16
C11 -1.26827 0.78296 -1.77184  -0.24
H1 -0.30219 -1.89058 -0.02033  0.22
H2 -0.78885 1.49622 -2.38849  0.22
H3 -3.30291 1.06370 -2.63455  0.23
H4 -2.69028 -2.13655 0.29289  0.23
H5 -4.27447 -0.93399 -1.25992  0.23
H6 1.15836 0.49128 4.14135  0.21
H7 2.03542 -2.46342 -2.14805  0.22
H8 3.27093 -1.17209 -1.60421  0.21
H9 0.34772 2.05438 3.79025  0.22
H10 2.17834 -0.86516 -2.98472  0.20

Results
Molar mass in g/mol: 269.158
LUMO (alpha / beta) in eV: -1.85 / -1.85
HOMO level (alpha / beta) in eV: -8.477 / -8.478

***

7.
# C11H11BaNO2

A molecular structure, C11H11BaNO2 in a non-equilibrium geometry (ωB97M-V/def2-TZVPD, OMol25).

Last column: Mulliken charge in e.
Atoms and positions in Å:
Ba1 0.26529 -1.73145 -0.83744  1.54
O1 3.40609 1.43064 -0.81686  -0.62
O2 2.17509 -0.42929 -1.40480  -0.81
N1 0.39748 0.47448 0.27865  -1.02
C1 2.12939 0.63956 1.92668  -0.60
C2 1.68275 0.64670 0.60042  0.58
C3 -2.68196 -0.83392 1.61140  -0.48
C4 2.53178 0.60034 -0.62839  0.29
C5 -2.33319 -0.92937 2.97935  -0.53
C6 -0.14068 0.07440 2.58063  0.98
C7 1.20947 0.33805 2.91811  -0.83
C8 -0.03130 0.32825 -5.05395  -1.05
C9 -1.80218 -0.22914 0.73405  -0.56
C10 -0.55043 0.22726 1.23600  0.18
C11 -1.10291 -0.50525 3.45450  -0.83
H1 -2.03476 -0.07554 -0.33038  0.76
H2 3.18027 0.84838 2.09143  0.46
H3 0.99790 0.36342 -4.58994  0.36
H4 -0.36116 0.20480 -3.90021  -0.10
H5 -1.02998 0.84740 -4.92216  0.27
H6 -0.81370 -0.58109 4.51509  0.32
H7 0.23684 1.17914 -5.75858  0.33
H8 1.53900 0.26460 3.96125  0.33
H9 -0.17305 -0.59389 -5.60203  0.31
H10 -3.04549 -1.35184 3.68687  0.35
H11 -3.65058 -1.20667 1.27032  0.39

Results
Molar mass in g/mol: 326.542
LUMO (alpha / beta) in eV: -0.97 / -1.10
HOMO level (alpha / beta) in eV: -5.732 / -4.679

***

8.
# C11H11BrN4OS

A molecular structure, C11H11BrN4OS in a non-equilibrium geometry (ωB97M-V/def2-TZVPD, OMol25).

Last column: natural (NBO) charge in e.
Atoms and positions in Å:
Br1 5.45660 -0.20435 -0.22686  0.13
S1 1.34345 -0.91358 0.43646  0.56
O1 -4.13143 2.45203 -0.11952  -0.69
N1 -1.96224 2.00081 -0.25162  -0.45
N2 -0.79120 0.91178 -0.07963  -0.24
N3 -4.62691 -0.54177 0.45177  -0.34
N4 -6.09605 -1.29992 -0.69826  -0.44
C1 2.73915 0.85919 -0.10238  -0.17
C2 2.88662 -1.38029 0.52384  -0.48
C3 -6.60384 -1.09240 0.55785  -0.13
C4 0.39293 1.58883 -0.16675  0.09
C5 1.47057 0.60357 -0.15284  -0.38
C6 -4.09541 -1.15982 -1.87827  -0.63
C7 -4.85565 -1.02194 -0.76843  0.29
C8 3.65720 -0.38830 0.09460  -0.16
C9 -5.60968 -0.65180 1.11169  -0.01
C10 -3.11178 1.46404 0.07539  0.61
C11 -3.36504 -0.02961 0.81351  -0.15
H1 3.28312 -2.24350 0.82055  0.26
H2 -5.56830 0.08866 2.01564  0.18
H3 0.58756 2.62978 -0.49462  0.22
H4 -2.54857 -0.50599 0.11385  0.24
H5 -1.78335 2.90642 -0.32741  0.40
H6 -3.23334 -1.60940 -1.77414  0.21
H7 3.07400 1.93627 -0.39899  0.22
H8 -4.71334 -1.82374 -2.74915  0.25
H9 -7.57456 -1.24432 0.90197  0.21
H10 -3.12447 0.17549 1.60419  0.16
H11 -3.88908 -0.22093 -2.20322  0.23

Results
Molar mass in g/mol: 327.207
LUMO in eV: -0.88
HOMO level in eV: -8.477

***

9.
# C11H11Cl2NO

C11H11Cl2NO in the gas phase in a non-equilibrium geometry (ωB97M-V/def2-TZVPD, OMol25).

Last column: natural (NBO) charge in e.
Atoms and positions in Å:
Cl1 -1.90939 0.42411 -3.83201  0.05
Cl2 -0.43054 2.49928 -2.17791  0.04
O1 -1.46046 -0.04845 1.14548  -0.57
N1 -2.41887 1.04553 -1.25943  -0.61
C1 -1.55670 -0.91273 -0.02970  0.04
C2 1.99159 0.98592 1.24759  -0.23
C3 0.80133 -0.37416 -0.42327  -0.09
C4 -1.51043 1.16184 -2.35944  -0.01
C5 0.90740 0.22451 0.88671  -0.02
C6 -2.88071 -0.19436 -0.71944  -0.21
C7 3.06108 0.50711 -0.85244  -0.22
C8 1.90028 -0.20228 -1.28778  -0.17
C9 -0.37392 -0.97599 -0.85017  -0.21
C10 -0.19485 -0.14805 1.86326  -0.08
C11 3.04274 1.12472 0.40535  -0.22
H1 2.17853 1.54509 2.14969  0.22
H2 -0.24094 -1.15072 2.24572  0.18
H3 -2.08659 -1.81854 0.30081  0.19
H4 -3.43694 -0.16255 0.23834  0.24
H5 3.81323 0.62057 -1.68771  0.22
H6 -0.26986 0.53995 2.60526  0.19
H7 1.64878 -0.64830 -2.30040  0.21
H8 -2.03337 1.71678 -0.63376  0.41
H9 -0.21775 -1.56229 -1.67116  0.21
H10 -3.20568 -0.95349 -1.39210  0.21
H11 3.83335 1.76029 0.72727  0.21

Results
Molar mass in g/mol: 244.121
LUMO (alpha / beta) in eV: 0.46 / -0.52
HOMO level (alpha / beta) in eV: -7.045 / -6.860